Record 1
Here is a 7-piece molecular cluster, C8H30N4O7 overall at a distorted geometry from the Open Molecules 2025 dataset. Energies are from ωB97M-V/def2-TZVPD.

Each line ends with the natural charge from an NBO analysis.
Atoms and positions in Å:
1 C 3.149 -3.396 -25.516  -0.64
2 C 2.728 -3.042 -24.100  -0.06
3 O 1.980 -1.854 -24.091  -0.78
4 H 3.690 -4.348 -25.523  0.22
5 H 3.756 -2.630 -25.985  0.23
6 H 2.282 -3.699 -26.100  0.21
7 H 3.595 -2.818 -23.488  0.16
8 H 2.158 -3.798 -23.567  0.15
9 H 1.819 -1.512 -23.153  0.49
10 C 0.824 -0.195 -21.483  0.74
11 O 1.679 0.923 -21.316  -0.70
12 N 1.288 -1.420 -21.494  -0.86
13 N -0.373 0.007 -21.882  -0.82
14 H 2.346 -1.469 -21.266  0.45
15 H 0.766 -2.311 -21.424  0.42
16 H -0.843 0.887 -21.929  0.45
17 H -1.098 -0.681 -21.964  0.38
18 C -4.162 1.519 -24.425  0.75
19 O -3.204 2.459 -24.747  -0.79
20 N -3.890 0.309 -24.115  -0.84
21 N -5.346 1.861 -24.080  -0.78
22 H -2.909 0.002 -24.371  0.44
23 H -4.623 -0.457 -24.056  0.38
24 H -5.619 2.795 -24.275  0.41
25 H -6.048 1.168 -23.977  0.38
26 C -0.559 -0.349 -25.513  -0.25
27 O -1.383 -0.195 -24.467  -0.76
28 H 0.130 0.500 -25.408  0.18
29 H -1.070 -0.199 -26.490  0.19
30 H -0.043 -1.343 -25.556  0.18
31 H -0.846 -0.221 -23.617  0.49
32 C -0.881 -3.872 -23.664  -0.24
33 O -2.208 -4.044 -23.222  -0.72
34 H -0.183 -4.314 -22.968  0.16
35 H -0.669 -2.813 -23.500  0.15
36 H -0.708 -4.105 -24.718  0.19
37 H -2.504 -3.170 -22.907  0.46
38 C 0.051 3.278 -23.736  -0.24
39 O -1.138 3.466 -23.034  -0.74
40 H 0.881 3.437 -23.106  0.19
41 H 0.166 4.005 -24.545  0.15
42 H 0.001 2.270 -24.124  0.14
43 H -1.765 3.063 -23.571  0.49
44 C 2.860 1.206 -25.099  -0.24
45 O 3.699 0.113 -24.833  -0.76
46 H 2.406 1.096 -26.062  0.15
47 H 3.506 2.116 -25.112  0.18
48 H 2.035 1.343 -24.268  0.16
49 H 3.163 -0.718 -24.860  0.48

Properties
Structure (SMILES)   NC(N)=O.NC(N)=O.CCO.CO.CO.CO.CO
HOMO   -9.28 eV
LUMO energy   -0.272 eV
Total energy   -1068.36579 Eh
Orbital gap   9.01 eV


Record 2
Here is a 7-piece molecular cluster, C8H30O7 overall at a distorted geometry from the Open Molecules 2025 dataset. Energies are from ωB97M-V/def2-TZVPD.

Each line ends with the natural charge from an NBO analysis.
Atoms and positions in Å:
1 C 16.248 -13.616 -12.038  -0.64
2 C 16.257 -12.162 -11.729  -0.06
3 O 16.329 -11.919 -10.319  -0.73
4 H 15.430 -14.155 -11.551  0.21
5 H 17.201 -14.107 -11.852  0.21
6 H 16.030 -13.750 -13.105  0.22
7 H 15.376 -11.656 -12.142  0.15
8 H 17.156 -11.717 -12.182  0.16
9 H 15.808 -11.148 -10.092  0.47
10 C 13.198 -10.791 -16.550  -0.25
11 O 14.578 -11.116 -16.389  -0.75
12 H 12.858 -11.149 -17.516  0.19
13 H 12.638 -11.265 -15.734  0.17
14 H 12.992 -9.721 -16.465  0.17
15 H 14.995 -10.518 -15.764  0.48
16 C 14.312 -19.635 -15.155  -0.25
17 O 14.699 -18.324 -15.594  -0.75
18 H 14.818 -19.868 -14.214  0.17
19 H 13.232 -19.669 -15.020  0.18
20 H 14.570 -20.383 -15.909  0.17
21 H 15.412 -18.441 -16.226  0.47
22 C 10.673 -17.859 -13.553  -0.24
23 O 10.611 -16.833 -14.532  -0.74
24 H 11.214 -17.503 -12.661  0.16
25 H 9.678 -18.112 -13.194  0.18
26 H 11.221 -18.735 -13.916  0.15
27 H 11.545 -16.595 -14.699  0.49
28 C 12.221 -17.034 -18.422  -0.24
29 O 12.627 -15.994 -17.560  -0.74
30 H 11.352 -17.581 -18.029  0.16
31 H 11.873 -16.634 -19.374  0.18
32 H 13.023 -17.757 -18.590  0.16
33 H 13.084 -16.394 -16.809  0.49
34 C 12.979 -14.440 -14.874  -0.27
35 O 13.224 -15.838 -14.753  -0.77
36 H 12.209 -14.023 -14.223  0.19
37 H 13.849 -13.927 -14.447  0.18
38 H 12.806 -14.165 -15.910  0.19
39 H 14.166 -16.025 -14.721  0.50
40 C 16.324 -14.496 -16.809  -0.25
41 O 16.400 -13.299 -16.003  -0.76
42 H 15.327 -14.939 -16.693  0.16
43 H 16.460 -14.168 -17.841  0.18
44 H 17.049 -15.196 -16.402  0.18
45 H 15.694 -12.719 -16.326  0.49

Properties
Structure (SMILES)   CCO.CO.CO.CO.CO.CO.CO
HOMO   -9.65 eV
LUMO energy   0.509 eV
Total energy   -849.34672 Eh
Orbital gap   10.16 eV